1.
Computed, not measured: C4H5Cl as an isolated structure at a distorted geometry, with wB97M-V/def2-TZVPD.

The geometry in XYZ format:
```
10
Properties=species:S:1:pos:R:3:forces:R:3:nbo_charge:R:1
C 0.67721 1.07326 -0.24700 -2.88 3.69 3.49 -0.623
C 0.57196 -0.40204 0.30603 2.19 2.73 -1.25 -0.351
C -0.52775 -0.98677 -0.28978 -14.39 -3.05 0.39 0.022
C -1.97032 -1.13056 -0.07834 13.30 1.52 -1.63 -0.197
H -0.14745 1.61408 0.66522 2.06 -1.16 -3.03 0.194
H 1.60749 1.61313 0.13103 -0.91 -1.00 -1.13 0.239
H 0.22582 1.48881 -1.29285 1.42 -1.83 2.50 0.266
H 0.14162 -0.42452 1.31826 1.98 0.10 0.44 0.283
H -2.77966 -1.69781 -0.36995 -1.72 -0.77 -0.59 0.211
Cl 2.20109 -1.14758 -0.14262 -1.06 -0.23 0.81 -0.044
```
Positions in Å, forces in eV/Å.

Results
Max |F| = 14.72 eV/Å
Frontier orbital gap = 8.9362 eV
Relative energy (zero: lowest compared OMol25 entry of this formula, charge and spin) = 5.103 eV
Calculated total energy = -615.3682 a.u.
E_HOMO = -9.41 eV

2.
Computed, not measured: a single C9H18N2Si molecule at a distorted geometry, with wB97M-V/def2-TZVPD.

The geometry in XYZ format:
```
30
Properties=species:S:1:pos:R:3:forces:R:3:nbo_charge:R:1
N -0.00929 1.25240 -4.23349 0.95 -0.86 0.99 -0.844
C -0.76958 -0.03106 -3.83679 -0.06 0.24 -0.70 -0.667
Si -1.21639 0.15912 -1.97473 -0.95 -0.81 -0.20 1.118
C -1.57346 -1.48686 -1.04260 0.47 -1.72 0.36 -0.875
C -0.92293 -1.59557 0.45811 -0.46 -1.12 0.04 -0.413
C -1.51967 -0.53292 1.55625 0.86 -0.64 0.35 -0.429
C -0.66889 0.85847 1.71451 -1.30 0.98 -0.08 -0.216
N 0.81698 0.68487 1.93556 3.50 -0.29 2.43 -0.420
C 1.27681 0.69677 3.38154 5.05 -0.92 -3.11 -0.109
C 2.92847 0.46049 3.31056 -2.73 0.08 -2.90 -0.297
C 3.41972 0.29897 1.75431 -6.91 1.21 1.96 -0.324
C 1.98148 0.49366 0.98981 1.04 -0.38 2.37 -0.072
H 0.91511 0.96054 -4.61998 -1.05 0.46 0.36 0.359
H 0.23111 1.81407 -3.36990 -0.32 -0.90 -1.33 0.350
H -1.73884 -0.03504 -4.50799 1.92 -0.45 1.37 0.229
H -0.13045 -0.99808 -3.98948 -1.23 1.74 0.04 0.213
H -2.45819 0.96065 -1.88923 0.00 0.18 -0.01 -0.181
H -0.18439 0.98047 -1.29976 0.21 -0.18 -0.11 -0.200
H -1.06912 -2.35364 -1.68964 -1.09 1.69 1.37 0.237
H -2.71289 -1.75014 -0.99232 2.07 0.63 -0.14 0.243
H 0.25034 -1.60163 0.36372 -2.32 0.33 0.44 0.228
H -1.21057 -2.68062 0.86487 0.66 2.33 -0.86 0.214
H -2.65018 -0.31005 1.31590 2.27 -0.29 0.50 0.224
H -1.45357 -1.08340 2.61357 -0.24 1.28 -2.27 0.221
H -1.08793 1.39309 2.69583 1.06 -1.15 -2.15 0.221
H -0.89307 1.63620 0.83764 0.71 -1.91 1.76 0.223
H 0.59005 0.85424 4.33094 1.54 -0.37 -2.56 0.246
H 3.68001 0.38945 4.20860 -1.95 0.22 -1.86 0.234
H 4.46949 0.10132 1.27720 -2.49 0.52 1.11 0.259
H 1.70985 0.46426 -0.16301 0.76 0.09 2.84 0.229
```
Positions in Å, forces in eV/Å.

Results
SMILES = NC[SiH2]CCCCn1cccc1
Max |F| = 7.28 eV/Å
Frontier orbital gap = 8.6034 eV
Relative energy (zero: lowest compared OMol25 entry of this formula, charge and spin) = 7.893 eV
Calculated total energy = -752.4374 a.u.
E_HOMO = -7.71 eV

3.
Computed, not measured: a 2-piece molecular cluster, C4H7NO2 overall at a distorted geometry, with wB97M-V/def2-TZVPD.

The geometry in XYZ format:
```
14
Properties=species:S:1:pos:R:3:forces:R:3:nbo_charge:R:1
C -0.40274 -0.41935 2.69824 -0.62 1.16 3.56 -0.628
C -1.32015 0.03230 1.90466 -2.35 0.15 -0.22 0.414
C 0.78759 0.00078 -1.06660 -4.03 0.18 -0.68 0.809
C 1.50018 0.05565 -2.36291 -0.61 -1.10 0.66 -0.735
N -2.38308 0.13191 1.29141 -0.13 0.65 -0.69 -0.684
O 1.11640 -0.15759 0.05909 1.62 -0.14 0.78 -0.589
O -0.60830 0.15829 -1.29523 2.43 0.05 -1.90 -0.724
H -0.46550 -0.25200 3.86130 -0.11 -0.35 -2.61 0.249
H 0.49345 -0.73491 2.30537 1.85 -0.70 -0.75 0.255
H 2.10456 0.92520 -2.28162 0.25 1.15 -0.84 0.252
H 0.75739 -0.11009 -3.16724 0.88 0.72 0.28 0.256
H 2.20267 -0.74577 -2.30811 0.56 -0.77 -0.32 0.242
H -2.81085 0.95810 0.79732 1.27 -0.85 1.03 0.398
H -0.97163 0.15746 -0.43568 -1.01 -0.14 1.72 0.484
```
Positions in Å, forces in eV/Å.

Results
SMILES = CC(=O)O.C=C=N
Max |F| = 4.09 eV/Å
Frontier orbital gap = 9.6987 eV
Relative energy (zero: lowest compared OMol25 entry of this formula, charge and spin) = 2.517 eV
Calculated total energy = -361.7883 a.u.
E_HOMO = -8.87 eV

4.
Computed, not measured: a 2-piece molecular cluster, C5H12S overall, with wB97M-V/def2-TZVPD.

The geometry in XYZ format:
```
18
Properties=species:S:1:pos:R:3:forces:R:3:nbo_charge:R:1
C 1.17672 -1.65079 0.94223 0.06 0.06 0.06 -0.600
C 0.74556 -0.18947 0.91036 -0.04 -0.01 -0.02 -0.415
C -0.43389 0.05725 1.83718 -0.04 0.19 0.00 -0.495
S -0.86585 1.83279 1.82959 0.00 -0.14 -0.02 -0.058
H 2.01341 -1.82806 0.26727 -0.01 -0.02 -0.03 0.215
H 0.35798 -2.31054 0.65185 -0.01 -0.01 -0.03 0.203
H 1.49540 -1.93513 1.94694 -0.01 -0.03 0.00 0.202
H 1.58030 0.45255 1.20459 0.00 -0.01 -0.01 0.203
H 0.46656 0.09664 -0.10674 0.04 0.00 0.02 0.209
H -0.18834 -0.23719 2.85652 0.00 -0.06 0.01 0.207
H -1.30043 -0.51102 1.50202 0.00 -0.06 0.02 0.207
H -1.97361 1.71354 2.57390 0.02 0.06 -0.01 0.122
C -0.10053 1.26614 -2.77068 0.04 0.08 -0.04 -0.384
C -0.92436 0.23467 -2.70630 0.00 -0.05 0.10 -0.389
H 0.37051 1.56392 -3.69898 0.03 -0.04 -0.01 0.193
H 0.13148 1.86283 -1.89719 -0.05 0.02 0.02 0.196
H -1.14811 -0.37896 -3.56897 -0.03 0.03 -0.04 0.194
H -1.40280 -0.03916 -1.77360 -0.01 -0.03 0.00 0.191
```
Positions in Å, forces in eV/Å.

Results
SMILES = CCCS.C=C
Max |F| = 0.19 eV/Å
Frontier orbital gap = 9.9837 eV
Relative energy (zero: lowest compared OMol25 entry of this formula, charge and spin) = 0.851 eV
Calculated total energy = -595.8507 a.u.
E_HOMO = -9.03 eV

5.
Computed, not measured: C27H29AsBrIrNO7S as an isolated structure, with wB97M-V/def2-TZVPD.

The geometry in XYZ format:
```
68
Properties=species:S:1:pos:R:3:forces:R:3:nbo_charge:R:1
Ir -1.95124 0.27978 0.25116 0.07 -0.32 -0.45 1.227
O -2.87589 1.95758 -3.13731 0.02 0.05 -0.05 -1.034
As -3.46903 2.57890 -1.58383 0.12 -0.16 0.15 2.421
O -3.67157 4.18779 -1.57651 0.03 -0.02 -0.01 -1.126
O -2.19981 2.06109 -0.55457 -0.11 0.41 0.31 -1.052
C -5.21674 1.71476 -1.72360 -0.05 -0.02 0.10 -0.395
C -5.93437 2.25302 -2.78842 -0.01 -0.02 0.03 -0.129
C -7.21746 1.80720 -3.06892 -0.01 0.03 -0.04 -0.227
C -7.80706 0.83425 -2.27911 -0.04 -0.04 0.01 -0.207
C -7.11120 0.29939 -1.20657 0.03 0.03 0.01 -0.187
C -5.82356 0.73639 -0.93810 0.08 0.21 -0.01 -0.325
S -4.91763 -0.04226 0.36685 0.29 -0.46 -0.37 2.410
O -4.11683 1.04751 0.96712 0.41 -0.53 0.31 -0.991
O -5.83818 -0.72788 1.22923 -0.08 0.20 0.02 -0.955
O -3.97183 -0.92021 -0.35246 -0.59 -0.19 -0.34 -1.038
H -1.91484 2.05300 -3.14845 -0.01 -0.04 0.02 0.492
H -5.48572 3.03067 -3.39288 -0.01 0.01 0.00 0.230
H -7.75899 2.22976 -3.90579 0.00 0.01 0.00 0.210
H -8.81096 0.49150 -2.49581 0.00 0.01 0.01 0.209
H -7.54776 -0.45365 -0.56472 0.00 0.00 0.00 0.241
C 5.43350 -2.73418 -0.37707 0.02 -0.01 0.00 -0.604
C 4.06678 -3.35813 -0.09536 -0.04 0.03 0.01 -0.073
C 4.07840 -3.92124 1.33240 0.01 -0.01 0.01 -0.594
C 3.85061 -4.50748 -1.08931 0.00 0.00 -0.02 -0.595
C 2.93222 -2.34241 -0.23206 0.02 -0.02 0.01 -0.079
C 1.61257 -2.75642 -0.07315 -0.02 0.02 0.02 -0.184
C 0.60112 -1.83608 -0.21259 0.13 0.01 0.01 -0.164
Br -1.20287 -2.38524 0.02952 -0.32 0.37 0.31 0.157
C 0.79664 -0.47895 -0.51516 -0.19 0.06 -0.05 0.293
O -0.22821 0.32215 -0.75466 0.14 -0.11 0.19 -0.699
C 2.13165 -0.03644 -0.60789 0.04 -0.07 -0.06 -0.070
C 3.14220 -0.99316 -0.48607 0.00 0.01 0.02 -0.145
C 2.56749 1.41878 -0.85958 -0.06 -0.04 0.01 -0.056
C 1.44463 2.46185 -0.80720 0.00 0.00 0.04 -0.588
C 3.59116 1.82148 0.21497 0.02 0.02 0.02 -0.599
C 3.22661 1.50100 -2.24410 0.00 -0.01 -0.02 -0.598
H 6.20478 -3.50437 -0.30720 0.00 0.01 0.01 0.206
H 5.67761 -1.95252 0.34490 -0.01 0.00 0.00 0.210
H 5.48002 -2.30189 -1.37870 0.00 -0.02 0.00 0.210
H 4.86116 -4.67714 1.43997 0.00 0.01 0.00 0.199
H 3.12381 -4.38558 1.58443 0.01 -0.01 -0.01 0.207
H 4.26403 -3.12653 2.05750 0.00 0.00 0.00 0.213
H 4.67416 -5.22365 -1.02670 -0.01 0.00 0.01 0.199
H 3.79974 -4.12841 -2.11180 0.01 0.00 0.00 0.212
H 2.92381 -5.04573 -0.88625 0.00 0.01 0.00 0.206
H 1.36431 -3.78465 0.15809 0.01 0.00 0.00 0.208
H 4.16075 -0.64529 -0.58527 -0.01 -0.02 -0.02 0.198
H 0.90585 2.44000 0.13990 0.01 -0.01 0.01 0.226
H 0.70825 2.32550 -1.59341 0.00 -0.02 -0.02 0.225
H 1.89965 3.45004 -0.92237 -0.02 0.00 0.01 0.189
H 3.15147 1.73699 1.21074 0.00 0.00 -0.01 0.218
H 3.89114 2.86090 0.06267 0.00 0.00 0.00 0.203
H 4.49397 1.20979 0.18974 -0.01 0.01 0.00 0.194
H 2.51618 1.21549 -3.02251 0.00 0.00 0.00 0.212
H 4.09420 0.84184 -2.32012 0.00 0.00 0.00 0.197
H 3.55637 2.52430 -2.44199 0.00 0.00 0.00 0.202
N 0.59174 1.71981 6.99828 0.01 0.00 -0.01 -0.367
C 0.21625 1.49420 5.93373 -0.03 0.00 -0.02 0.306
C -0.25250 1.21161 4.60577 0.01 0.04 0.04 -0.234
C 0.13910 0.04216 3.96266 0.04 -0.05 -0.01 -0.146
C -0.30229 -0.23444 2.67892 0.00 0.15 -0.07 -0.291
C -1.15884 0.64904 2.00942 0.07 0.61 -0.05 -0.082
C -1.53732 1.83128 2.66996 0.01 -0.11 -0.08 -0.200
C -1.09523 2.10970 3.94678 0.02 0.00 0.03 -0.174
H 0.79687 -0.65226 4.47029 0.00 0.00 0.00 0.214
H 0.03799 -1.14432 2.20493 0.00 -0.01 0.00 0.217
H -2.19393 2.52698 2.16424 0.00 0.00 -0.01 0.232
H -1.39692 3.02302 4.44338 0.00 0.00 0.00 0.218
```
Positions in Å, forces in eV/Å.

Results
Max |F| = 0.74 eV/Å
Frontier orbital gap = 7.4039 eV
Total charge = -1
Calculated total energy = -6940.0762 a.u.
E_HOMO = -5.25 eV

6.
Computed, not measured: a single C7H10 molecule at a distorted geometry, with wB97M-V/def2-TZVPD.

The geometry in XYZ format:
```
17
Properties=species:S:1:pos:R:3:forces:R:3:nbo_charge:R:1
C 1.89597 1.45727 -0.46558 0.07 -0.14 -0.12 -0.609
C -2.10231 -0.77251 -0.33598 0.12 -0.69 0.33 -0.652
C 0.70905 0.63198 -0.05758 -0.14 0.80 -0.66 -0.253
C -0.53920 1.19750 0.31991 -0.04 -1.34 0.93 -0.152
C -1.54701 0.29374 0.56289 -1.67 1.79 -0.28 -0.218
C 1.19140 -1.89172 0.36116 -0.23 -1.12 0.29 -0.648
C 0.71519 -0.69063 0.18105 1.31 0.33 -0.29 0.348
H -0.56401 2.20031 0.73530 0.02 0.02 0.16 0.204
H -2.31352 0.63306 1.26184 0.12 0.13 -0.04 0.189
H 1.98154 2.33886 0.17118 0.01 0.02 0.07 0.217
H 1.77080 1.80896 -1.49173 0.11 -0.01 -0.04 0.219
H 2.82137 0.88663 -0.40221 0.02 0.05 -0.02 0.218
H -2.02487 -0.54185 -1.39785 0.21 0.15 0.00 0.222
H -3.16446 -0.89111 -0.09673 0.17 -0.02 -0.12 0.216
H -1.63582 -1.74391 -0.18216 -0.03 -0.28 -0.11 0.209
H 0.66702 -2.68441 0.87884 -0.19 0.11 0.29 0.243
H 2.13886 -2.23216 -0.04234 0.14 0.23 -0.38 0.247
```
Positions in Å, forces in eV/Å.

Results
SMILES = C=C=C(C)/C=C\C
Max |F| = 2.46 eV/Å
Frontier orbital gap (spin up / spin down) = 6.1385 / 6.0121 eV
Relative energy (zero: lowest compared OMol25 entry of this formula, charge and spin) = 5.643 eV
Calculated total energy = -272.5106 a.u.
E_HOMO (spin up / spin down) = -6.68 / -6.69 eV